This record from the Open Molecules 2025 dataset describes 12 unconnected molecules or ions with the total composition C13H50N16O12 at a distorted geometry. The level of theory is ωB97M-V/def2-TZVPD.

For the energy above the lowest of the compared OMol25 structures with the same formula, charge and spin, the calculation gives 181.2 kcal/mol. The value obtained for the orbital gap is 9.02 eV. For the strongest force on any atom, the calculation gives 7.8 eV/A. As for the net charge: 0. Its molecular weight is 622.6 g mol⁻¹.

Each line ends with the Löwdin charge.
Geometry (Å):
N1 5.4430 0.3782 1.6999  0.154
C1 6.4002 0.8698 2.4268  -0.775
N2 7.0585 1.8249 1.7588  0.145
O1 6.7345 0.3091 3.4477  0.035
H1 5.3335 0.8550 0.8163  0.105
H2 4.8551 -0.3081 2.1510  0.127
H3 6.6837 2.3393 0.9746  0.099
H4 7.9525 2.1125 2.1303  0.111
N3 3.1279 5.7507 -1.4952  0.154
C2 3.0538 5.9511 -0.2137  -0.826
N4 3.9245 6.8127 0.1861  0.164
O2 2.3562 5.2759 0.5094  0.041
H5 3.7976 6.2624 -2.0517  0.109
H6 2.7118 4.8640 -1.7416  0.123
H7 4.1682 7.4428 -0.5648  0.108
H8 3.8550 7.1470 1.1366  0.127
N5 -4.5535 -6.3988 0.0641  0.167
C3 -5.4855 -6.5178 -0.7898  -0.847
N6 -4.9687 -6.4904 -1.9787  0.153
O3 -6.6620 -6.5596 -0.5673  0.058
H9 -3.6794 -6.1988 -0.4009  0.109
H10 -4.8508 -6.0120 0.9484  0.132
H11 -5.5613 -6.5419 -2.7951  0.122
H12 -3.9853 -6.3323 -2.1461  0.107
N7 6.1579 0.4780 -3.5944  0.156
C4 5.1731 0.4874 -4.4305  -0.826
N8 5.2948 1.5741 -5.1063  0.144
O4 4.2661 -0.2783 -4.6221  0.057
H13 6.4463 -0.4128 -3.2157  0.124
H14 6.7384 1.3015 -3.5240  0.108
H15 4.6227 1.6799 -5.8528  0.126
H16 6.0219 2.2581 -4.9532  0.110
N9 -3.0761 5.1871 3.1514  0.140
C5 -3.2355 5.1140 4.4988  -0.716
N10 -4.5038 4.8505 4.7815  0.144
O5 -2.3214 5.2596 5.3210  0.013
H17 -2.2016 5.0072 2.6793  0.111
H18 -3.9513 5.0878 2.6570  0.085
H19 -5.1493 4.7073 4.0180  0.104
H20 -4.6542 5.2069 5.7145  0.120
N11 0.4533 -6.2300 3.6272  0.168
C6 1.3288 -5.3484 3.8419  -0.844
N12 2.1899 -5.7963 4.6884  0.157
O6 1.4601 -4.3088 3.2224  0.030
H21 0.4493 -7.1461 4.0524  0.121
H22 -0.2234 -5.9855 2.9185  0.130
H23 2.9473 -5.1563 4.8803  0.124
H24 2.2472 -6.7803 4.9088  0.113
N13 1.9891 -6.9851 -1.4037  0.138
C7 1.6221 -5.8315 -2.0202  -0.735
N14 2.6225 -5.1351 -2.3205  0.170
O7 0.4645 -5.5724 -2.4600  -0.030
H25 1.2519 -7.5874 -1.0662  0.104
H26 2.9299 -7.3334 -1.2869  0.098
H27 3.4851 -5.6313 -2.1478  0.116
H28 2.5810 -4.2591 -2.8216  0.139
N15 -4.7950 -1.4031 4.5121  0.163
C8 -4.8617 -2.6909 4.6378  -0.909
N16 -3.8924 -3.1492 5.2943  0.179
O8 -5.7455 -3.3284 4.2429  0.097
H29 -5.3763 -0.9665 3.8110  0.123
H30 -3.8141 -1.1653 4.4736  0.103
H31 -3.2412 -2.4051 5.5004  0.111
H32 -3.7769 -4.0555 5.7249  0.134
C9 -1.0965 4.4623 -6.6150  -0.090
C10 -1.8318 4.2347 -7.9645  -0.300
O9 -1.3307 5.2019 -8.8674  -0.094
H33 -0.0187 4.6245 -6.6186  0.068
H34 -1.2947 3.6443 -5.9225  0.063
H35 -1.4696 5.3589 -6.1199  0.063
H36 -2.9213 4.2227 -7.9342  0.108
H37 -1.5251 3.2492 -8.3149  0.101
H38 -0.8688 4.8873 -9.6480  0.081
C11 -0.6918 0.2168 -1.0976  -0.166
O10 -1.6524 -0.3807 -1.9428  -0.136
H39 0.2063 -0.1438 -1.5990  0.078
H40 -0.7206 1.3059 -1.1308  0.077
H41 -0.8062 -0.1514 -0.0781  0.077
H42 -1.3998 -1.3063 -1.9115  0.071
C12 -6.1995 2.8269 -2.8847  -0.184
O11 -6.3422 1.6531 -2.1471  -0.121
H43 -5.3513 2.6789 -3.5531  0.075
H44 -7.1097 3.0589 -3.4377  0.082
H45 -5.9604 3.6190 -2.1751  0.073
H46 -5.4914 1.5079 -1.7268  0.074
C13 1.4823 1.1269 6.1564  -0.212
O12 0.4600 0.3991 5.6184  -0.107
H47 2.2573 0.4251 6.4647  0.076
H48 1.9025 1.8262 5.4337  0.082
H49 1.1857 1.5756 7.1045  0.083
H50 0.9554 -0.2170 5.0737  0.077